Record 1
Computed, not measured: a molecular structure, C31H51NNaO4S2 at a distorted geometry, with ωB97M-V/def2-TZVPD.

Each line ends with the Mulliken charge.
Element x y z (Å)
1 C -5.96395 4.90026 -2.36019  -1.22
2 C -4.66814 4.11190 -2.11992  0.38
3 C -3.37361 4.82542 -2.55692  -0.64
4 C -2.33442 4.95793 -1.43746  -1.00
5 C -0.97595 4.40320 -1.87325  -1.02
6 C -0.80619 2.97583 -1.39732  -0.19
7 C 0.56942 2.37552 -1.69049  1.10
8 C 1.28065 1.82881 -0.45546  -1.43
9 N 2.73679 1.92043 -0.59708  0.17
10 C 3.45266 1.71201 0.67050  -1.44
11 C 3.51200 0.26593 1.18861  -0.09
12 C 2.59528 -0.02298 2.39721  -0.95
13 C 3.41613 -0.35660 3.64433  -0.81
14 C 2.54809 -0.82413 4.82838  -0.61
15 C 2.91384 -2.22018 5.35101  -0.87
16 C 3.37336 -2.20468 6.81027  -0.63
17 C 4.85637 -1.78133 6.94303  -1.03
18 C 3.21384 1.17619 -1.67252  -0.33
19 S 4.59607 1.52540 -2.45101  -0.23
20 S 2.13439 -0.11244 -2.21733  0.58
21 C 3.11365 -1.28930 -3.15826  -1.15
22 C 2.15672 -2.36410 -3.64039  -0.79
23 C 1.22232 -1.88922 -4.79707  -1.11
24 C -0.16562 -1.65820 -4.27648  0.33
25 C -0.62699 -0.45528 -3.89904  -0.32
26 C -1.99717 -0.36086 -3.34326  0.22
27 O -2.75011 0.58307 -3.55387  -0.64
28 C -2.38835 -1.52536 -2.49490  0.51
29 C -3.20832 -1.26580 -1.25212  -0.43
30 C -2.81810 -2.24254 -0.16147  -0.93
31 O -3.19083 -1.68024 1.09965  -0.37
32 C -3.01248 -2.45117 2.21212  0.57
33 O -3.43347 -2.02940 3.28201  -0.59
34 C -2.31025 -3.78644 2.11524  -0.15
35 C -2.42933 -4.55601 3.41971  -1.46
36 C -1.97177 -2.72816 -2.91523  -0.41
37 C -1.13016 -2.79407 -4.15058  -0.29
38 O -1.25198 -3.66086 -4.99680  -0.54
39 H -6.70269 4.71077 -1.59086  0.33
40 H -6.41590 4.66258 -3.31527  0.37
41 H -5.75361 5.96119 -2.31568  0.36
42 H -4.72100 3.18146 -2.70959  -0.94
43 H -4.62676 3.80249 -1.08274  0.52
44 H -2.95686 4.29078 -3.40416  0.38
45 H -3.66228 5.80050 -2.93029  0.47
46 H -2.26690 5.98983 -1.11866  0.42
47 H -2.66782 4.37606 -0.58406  0.48
48 H -0.15256 5.04021 -1.56597  0.40
49 H -0.94500 4.40737 -2.95965  0.47
50 H -1.52552 2.40342 -1.98933  -0.47
51 H -1.11535 2.86530 -0.36147  0.69
52 H 0.48103 1.61504 -2.45444  -0.98
53 H 1.20876 3.16072 -2.08153  0.38
54 H 1.00281 2.46758 0.37565  0.86
55 H 0.94484 0.81355 -0.23297  0.30
56 H 2.95435 2.32115 1.41577  0.63
57 H 4.45898 2.09963 0.57032  0.40
58 H 4.53391 0.08358 1.50166  0.57
59 H 3.30195 -0.46957 0.41988  0.21
60 H 1.92055 0.80452 2.59638  0.41
61 H 1.99934 -0.91128 2.20117  0.23
62 H 4.11243 -1.14550 3.37675  0.44
63 H 4.00609 0.52394 3.88995  0.31
64 H 1.50517 -0.81313 4.53681  0.47
65 H 2.69113 -0.12191 5.64367  0.36
66 H 3.71814 -2.67832 4.77948  0.42
67 H 2.07518 -2.90882 5.29326  0.35
68 H 3.25585 -3.18532 7.25829  0.38
69 H 2.76356 -1.49717 7.36377  0.36
70 H 4.97253 -1.01429 7.69717  0.28
71 H 5.18858 -1.38614 5.98917  0.27
72 H 5.47311 -2.62249 7.23054  0.33
73 H 3.66040 -0.81500 -3.96313  0.49
74 H 3.83461 -1.73844 -2.48374  0.43
75 H 1.53239 -2.62454 -2.78627  0.49
76 H 2.69868 -3.26011 -3.91135  0.46
77 H 1.61546 -0.98481 -5.23989  0.49
78 H 1.16078 -2.68632 -5.52956  0.39
79 H -0.04300 0.44696 -3.95545  0.84
80 H -2.94629 -0.26530 -0.92354  0.29
81 H -4.25756 -1.34564 -1.50693  0.29
82 H -1.74904 -2.41619 -0.17742  0.55
83 H -3.35649 -3.16858 -0.32632  0.42
84 H -2.72052 -4.41533 1.33214  0.29
85 H -1.25162 -3.67598 1.89216  0.32
86 H -1.91261 -5.50487 3.33743  0.42
87 H -3.46808 -4.73704 3.66286  0.34
88 H -1.98543 -4.00972 4.24161  0.34
89 H -2.20740 -3.65421 -2.41816  0.53
90 Na -5.00670 1.34169 -3.53425  0.97

Output
frontier orbital gap	6.3	eV
HOMO level	-10.440	eV
charge	+1

=====

Record 2
Computed, not measured: a molecular structure, C31H52AsBrNOPRuSeSi4, with ωB97M-V/def2-TZVPD.

Each line ends with the Mulliken charge.
Element x y z (Å)
1 Ru -0.04472 -0.20492 -0.32043  -0.11
2 O -0.36405 1.02621 2.29666  -0.62
3 N -0.81550 1.13591 0.99442  1.70
4 C -1.61627 2.13230 0.88268  -2.37
5 C -2.42455 2.50290 -0.26182  0.89
6 C -3.35590 3.52600 -0.00122  -0.76
7 C -4.27616 3.92408 -0.94310  -0.74
8 C -4.31041 3.28636 -2.18004  -0.89
9 C -3.40225 2.28316 -2.45075  0.15
10 C -2.43136 1.88689 -1.52566  -0.49
11 P -1.24568 0.55804 -1.98341  2.36
12 C -0.53385 1.25745 -3.54232  1.41
13 C 0.29185 0.45383 -4.33316  -0.81
14 C 0.86943 0.94615 -5.49261  -0.63
15 C 0.65533 2.26129 -5.87991  -0.74
16 C -0.13784 3.07882 -5.08947  -0.74
17 C -0.72851 2.57911 -3.93724  -0.78
18 C -2.52908 -0.61396 -2.64377  0.40
19 C -3.58007 -0.93057 -1.77890  0.07
20 C -4.59993 -1.78073 -2.16530  -0.78
21 C -4.58569 -2.35232 -3.43172  -0.74
22 C -3.54864 -2.05253 -4.29911  -0.57
23 C -2.53385 -1.18328 -3.91198  -0.49
24 H 0.24959 0.25845 2.23734  -0.28
25 H -1.77999 2.71060 1.78733  0.24
26 H -3.34949 3.99688 0.97467  0.42
27 H -4.97686 4.71720 -0.71366  0.39
28 H -5.04116 3.57157 -2.92621  0.43
29 H -3.43352 1.78808 -3.41393  0.60
30 H 0.52129 -0.55347 -4.00858  0.18
31 H 1.51323 0.30198 -6.07849  0.41
32 H 1.11597 2.65001 -6.77966  0.37
33 H -0.29509 4.11551 -5.36036  0.41
34 H -1.33274 3.24794 -3.33888  0.33
35 H -3.60199 -0.48976 -0.78743  0.15
36 H -5.40270 -2.00775 -1.47379  0.33
37 H -5.37287 -3.03207 -3.73300  0.34
38 H -3.52102 -2.49434 -5.28783  0.40
39 H -1.74787 -0.95732 -4.61753  0.26
40 C -3.70638 -0.05085 2.39875  -1.00
41 Si -3.27721 -1.87295 2.20622  0.45
42 C -4.82764 -2.74545 1.55278  -1.09
43 C -2.85040 -2.53495 3.92061  -1.00
44 As -1.48006 -2.07515 0.72445  0.42
45 Si -1.34035 -4.37861 0.26529  0.40
46 C -2.29427 -4.68831 -1.33000  -0.88
47 C 0.43179 -4.95282 0.05645  -0.96
48 C -2.10663 -5.39768 1.66095  -1.07
49 H -4.57738 0.04791 3.05457  0.52
50 H -3.94736 0.42438 1.44575  0.21
51 H -2.87303 0.48834 2.85048  0.12
52 H -5.48900 -2.99750 2.38694  0.43
53 H -4.60298 -3.66257 1.00782  0.25
54 H -5.37710 -2.08250 0.88069  0.25
55 H -3.66927 -2.33833 4.61934  0.37
56 H -1.95084 -2.04374 4.29631  0.12
57 H -2.66415 -3.60823 3.90612  0.28
58 H -1.98528 -3.97455 -2.09684  0.09
59 H -3.37366 -4.59456 -1.19427  0.24
60 H -2.07923 -5.69695 -1.69623  0.44
61 H 0.80700 -4.69283 -0.93220  0.24
62 H 0.47239 -6.03876 0.18853  0.37
63 H 1.08838 -4.47986 0.78675  0.18
64 H -3.15830 -5.16745 1.83491  0.30
65 H -1.56027 -5.23136 2.59096  0.21
66 H -2.03085 -6.46111 1.41573  0.38
67 Br 1.00781 -1.90188 -1.91331  -0.58
68 C 2.78229 1.62410 0.84757  -1.04
69 Si 1.62564 1.49064 -0.66395  1.15
70 C 1.00372 3.30153 -0.76742  -1.19
71 C 2.83382 1.29183 -2.11463  -1.14
72 H 3.49563 2.43879 0.68136  0.48
73 H 3.33512 0.69851 1.00348  0.12
74 H 2.22292 1.84468 1.76171  0.13
75 H 1.84730 3.94424 -1.03782  0.53
76 H 0.63016 3.64971 0.19908  0.27
77 H 0.21647 3.46759 -1.50777  0.19
78 H 3.54571 2.12300 -2.12934  0.41
79 H 2.32325 1.26243 -3.07906  0.21
80 H 3.38804 0.35660 -2.01606  0.26
81 C 4.12740 -0.93417 3.57105  -1.15
82 Si 2.27222 -1.25686 3.64769  0.60
83 C 2.00508 -2.82532 4.65944  -1.10
84 C 1.49171 0.16049 4.61999  -1.11
85 Se 1.46584 -1.63606 1.57446  -0.76
86 H 4.56960 -0.95239 4.57139  0.37
87 H 4.32639 0.04110 3.12477  0.32
88 H 4.62227 -1.68847 2.95778  0.29
89 H 2.49391 -2.74890 5.63456  0.32
90 H 2.40747 -3.69427 4.13634  0.28
91 H 0.93881 -2.99979 4.81751  0.23
92 H 1.94473 0.22078 5.61311  0.44
93 H 0.41763 0.01927 4.74978  0.23
94 H 1.64477 1.11831 4.11841  0.27

Output
frontier orbital gap (spin up / spin down)	6.2 / 6.2	eV
energy relative to the best compared isomer or geometry (same formula, charge and spin)	0.0	kJ/mol
HOMO level (spin up / spin down)	-3.794 / -4.196	eV
spin multiplicity	2
charge	-1

=====

Record 3
Computed, not measured: 3 unconnected molecules or ions with the total composition C31H52BrF3IN2O6P2Si at a distorted geometry, with ωB97M-V/def2-TZVPD.

Each line ends with the Mulliken charge.
Element x y z (Å)
1 C 6.08840 -4.61553 -1.21016  -1.18
2 Si 4.64203 -3.42888 -1.02921  0.03
3 C 3.82633 -3.79688 0.63177  -1.20
4 C 3.47531 -3.59043 -2.49538  -0.93
5 C 2.18778 -2.76393 -2.39224  -0.22
6 C 1.66290 -2.47665 -3.79388  -1.10
7 C 0.68066 -1.29982 -3.90371  -0.61
8 C -0.75531 -1.78883 -3.81930  -1.10
9 C -1.74636 -0.86148 -3.14736  -1.35
10 C -1.31774 -0.46237 -1.74439  0.59
11 C -2.50852 -0.22193 -0.86713  -1.90
12 N -2.23958 0.74572 0.23073  0.65
13 C -3.18407 1.34190 0.82424  -2.20
14 C -2.81779 2.34033 1.86874  2.72
15 C -3.55430 3.61427 1.37958  -0.36
16 C -4.19515 4.46676 2.46285  -0.53
17 O -3.58095 5.30555 3.08168  -0.46
18 I -6.29904 4.22686 2.87242  0.08
19 C -3.05911 1.89578 3.29369  0.28
20 F -2.60778 2.78361 4.13870  -0.24
21 F -4.33417 1.66880 3.52166  -0.29
22 F -2.42836 0.74631 3.53818  -0.14
23 C -1.27087 2.29463 1.67790  -0.85
24 P -0.48142 3.80653 0.86679  0.45
25 O -0.90408 5.03865 1.82318  -0.50
26 Br 1.67984 3.48788 1.19562  -0.21
27 C -0.92567 1.13686 0.74097  -0.78
28 P -0.15105 -0.41471 1.49045  0.33
29 N 1.39141 -0.41013 1.34439  -0.66
30 C 5.38819 -1.69705 -1.06421  0.79
31 C 5.18729 -0.75688 -0.13156  0.00
32 C 5.80037 0.41468 -0.24409  -0.78
33 C 6.60395 0.67896 -1.25350  -0.42
34 C 6.79102 -0.22962 -2.20231  -0.79
35 C 6.18596 -1.39371 -2.09996  -0.40
36 H 6.76934 -4.48276 -0.38750  0.35
37 H 5.70281 -5.62458 -1.16513  0.34
38 H 6.62031 -4.44398 -2.13061  0.35
39 H 3.77648 -2.92599 1.26346  0.33
40 H 4.43290 -4.52316 1.14965  0.38
41 H 2.84645 -4.22630 0.51545  0.35
42 H 3.22237 -4.63296 -2.59680  0.48
43 H 4.03622 -3.27431 -3.35899  0.47
44 H 2.35697 -1.85574 -1.83190  0.27
45 H 1.47571 -3.37915 -1.86137  0.25
46 H 2.52119 -2.21717 -4.38831  0.57
47 H 1.17569 -3.36438 -4.16238  0.30
48 H 0.95080 -0.57293 -3.14870  0.37
49 H 0.87379 -0.83723 -4.85380  0.51
50 H -0.81337 -2.73689 -3.30950  0.49
51 H -1.09417 -1.93493 -4.82995  0.40
52 H -1.91836 0.02733 -3.72676  0.34
53 H -2.70372 -1.36002 -3.07266  0.52
54 H -0.74030 0.43865 -1.83607  0.28
55 H -0.64795 -1.21938 -1.35971  0.40
56 H -2.91629 -1.12910 -0.45549  0.21
57 H -3.24312 0.26247 -1.48380  0.70
58 H -4.17793 1.12728 0.47604  0.93
59 H -4.35178 3.30043 0.73220  0.90
60 H -2.93029 4.26631 0.79335  0.23
61 H -0.64023 2.08992 2.53513  0.73
62 H -1.52408 4.80226 2.52569  0.42
63 H -0.21629 1.40838 -0.02795  0.39
64 H -0.70442 -1.51287 0.81072  0.06
65 H -0.49466 -0.48150 2.84699  0.08
66 H 1.70492 -1.18597 0.78000  0.10
67 H 4.55026 -0.94725 0.70283  0.23
68 H 5.62578 1.14757 0.51749  0.43
69 H 7.11231 1.61571 -1.31982  0.41
70 H 7.44527 -0.01303 -3.01573  0.42
71 H 6.34694 -2.11546 -2.87849  0.25
72 O -2.53081 -5.94683 6.73648  -0.53
73 C -2.81409 -4.81561 6.48502  0.70
74 O -2.75590 -4.40299 5.19334  -0.39
75 C -3.24656 -3.14569 4.75152  -0.69
76 C -2.21723 -2.04453 4.91905  -0.12
77 C -3.15366 -3.81449 7.56746  -0.87
78 H -4.19272 -2.90186 5.23740  0.41
79 H -3.46781 -3.28148 3.69302  0.32
80 H -1.96183 -1.89039 5.96688  0.33
81 H -2.59097 -1.10694 4.51597  -0.19
82 H -1.29352 -2.31057 4.40154  0.23
83 H -2.22973 -3.39597 7.96328  0.24
84 H -3.67514 -4.34075 8.36146  0.32
85 H -3.80457 -3.00670 7.23903  0.30
86 O -1.88974 2.34214 -2.92859  -0.44
87 C -1.98000 3.53182 -3.12394  0.58
88 O -1.21618 4.07834 -4.05851  -0.40
89 C -1.35610 5.43525 -4.51220  -0.43
90 C -0.59187 6.40167 -3.63297  -0.93
91 C -2.87072 4.41341 -2.28064  -0.63
92 H -2.40849 5.70209 -4.61096  0.38
93 H -0.93930 5.44350 -5.51562  0.32
94 H -0.97497 6.40863 -2.61177  0.22
95 H -0.65939 7.41268 -4.03178  0.37
96 H 0.45742 6.11411 -3.58092  0.31
97 H -2.32180 4.69721 -1.38331  -0.08
98 H -3.75521 3.84115 -2.00441  0.27
99 H -3.21870 5.30834 -2.78859  0.39

Output
frontier orbital gap	6.3	eV
HOMO level	-10.795	eV
charge	+1

=====

Record 4
Computed, not measured: a molecular structure, C31H52ClN7NaOP, with ωB97M-V/def2-TZVPD.

Each line ends with the Mulliken charge.
Element x y z (Å)
1 Na -1.28448 1.61104 -0.46868  1.08
2 C 1.71109 2.96702 7.65872  -1.74
3 C 2.47714 2.33376 6.49102  1.62
4 C 3.41922 1.26158 7.04800  -1.86
5 C 3.35024 3.42055 5.84817  -1.85
6 C 1.51276 1.70129 5.42719  1.95
7 O 2.25223 1.40945 4.24340  -0.72
8 C 0.74182 0.46989 5.95865  -1.34
9 C 1.36487 -0.91030 5.72090  -0.75
10 C 1.30878 -1.40492 4.29043  -0.41
11 C 2.44975 -1.90630 3.66982  0.32
12 C 2.40709 -2.40618 2.37322  -1.00
13 C 1.20108 -2.41025 1.69083  0.51
14 Cl 1.12328 -3.05819 0.08417  -0.17
15 C 0.05304 -1.90894 2.28378  -1.04
16 C 0.11308 -1.40982 3.57436  -0.15
17 C 0.48539 2.74997 4.98723  -1.77
18 N -0.33044 2.27675 3.88881  1.07
19 C -0.01034 2.16464 2.60034  -0.19
20 N -1.04663 1.72494 1.91041  -0.21
21 C -2.00069 1.56634 2.86766  -0.62
22 N -1.61264 1.89588 4.07627  -1.01
23 H 2.42608 3.30303 8.41143  0.48
24 H 1.02893 2.26995 8.14756  0.30
25 H 1.14049 3.84229 7.34561  0.39
26 H 4.14838 1.72858 7.71194  0.52
27 H 3.97615 0.77063 6.24746  0.34
28 H 2.88804 0.50564 7.62764  0.27
29 H 4.06587 3.78715 6.58573  0.46
30 H 2.76717 4.28062 5.51587  0.36
31 H 3.90332 3.02966 4.99622  0.38
32 H 2.46071 0.47173 4.19351  0.52
33 H -0.26323 0.46783 5.53437  0.75
34 H 0.60545 0.59078 7.03318  0.36
35 H 0.81892 -1.61734 6.35216  0.38
36 H 2.39736 -0.94250 6.07057  0.14
37 H 3.39119 -1.92115 4.20903  0.39
38 H 3.29727 -2.79599 1.89921  0.44
39 H -0.88011 -1.91817 1.73624  0.53
40 H -0.79253 -1.02562 4.03014  0.47
41 H 0.98955 3.65998 4.67019  0.52
42 H -0.19828 2.98728 5.79724  0.32
43 H 0.96295 2.41347 2.21332  0.45
44 H -2.99955 1.21897 2.66042  0.44
45 N -1.49834 1.54932 -2.57319  -1.40
46 P -1.25262 0.27324 -3.35014  -0.41
47 N -1.57176 0.23805 -5.03164  0.98
48 C -2.93697 0.58156 -5.41889  -0.89
49 C -3.24813 -0.04077 -6.78546  -0.76
50 C -1.98682 -0.05346 -7.66431  -0.66
51 C -1.09405 1.12256 -7.28423  -0.90
52 C -0.58293 0.94943 -5.84858  -0.52
53 N 0.35448 -0.28681 -3.33519  0.57
54 C 0.73621 -1.59966 -3.84297  -0.21
55 C 2.17779 -1.60337 -4.33926  -1.06
56 C 3.16750 -1.17608 -3.24751  -0.56
57 C 2.56930 -0.07768 -2.34894  -0.34
58 C 1.43831 0.64529 -3.06960  -0.98
59 N -2.18748 -1.10364 -2.94168  0.87
60 C -2.49175 -1.35458 -1.55400  0.31
61 C -3.94681 -1.78089 -1.37112  -0.89
62 C -4.25544 -3.00431 -2.22983  -0.87
63 C -3.85888 -2.74164 -3.67927  -0.79
64 C -2.40444 -2.28489 -3.76211  -0.66
65 H -3.07010 1.67119 -5.44802  0.47
66 H -3.62101 0.21301 -4.65524  0.41
67 H -4.04319 0.53227 -7.27048  0.46
68 H -3.62070 -1.06060 -6.65764  0.19
69 H -2.25294 -0.01796 -8.72262  0.43
70 H -1.43288 -0.98244 -7.50414  0.25
71 H -1.66841 2.04897 -7.37182  0.34
72 H -0.24431 1.21443 -7.96332  0.45
73 H -0.33563 1.92995 -5.41768  0.29
74 H 0.33573 0.35640 -5.86282  -0.01
75 H 0.07394 -1.88490 -4.66439  0.29
76 H 0.62415 -2.36776 -3.06185  0.10
77 H 2.25421 -0.92148 -5.19008  0.28
78 H 2.42686 -2.59847 -4.71382  0.47
79 H 4.08109 -0.81319 -3.72433  0.33
80 H 3.45414 -2.03993 -2.64244  0.26
81 H 3.34321 0.62906 -2.04080  0.44
82 H 2.15328 -0.52595 -1.44054  -0.08
83 H 1.83078 1.10008 -3.99397  0.19
84 H 1.02279 1.45933 -2.47728  0.62
85 H -2.30727 -0.44790 -0.97556  -0.78
86 H -1.83588 -2.14649 -1.14409  0.19
87 H -4.59049 -0.94808 -1.66928  0.35
88 H -4.14036 -1.99425 -0.31525  0.37
89 H -5.31226 -3.27092 -2.15678  0.43
90 H -3.68214 -3.85955 -1.85306  0.28
91 H -4.49993 -1.96033 -4.09940  0.27
92 H -3.99507 -3.64141 -4.28547  0.36
93 H -2.13383 -2.05433 -4.78964  0.25
94 H -1.76068 -3.11545 -3.42400  0.35

Output
frontier orbital gap	6.6	eV
energy relative to the best compared isomer or geometry (same formula, charge and spin)	0.0	kJ/mol
HOMO level	-6.512	eV